{"formula": "C8H5FeNO5", "method": "wB97M-V/def2-TZVPD", "symbols": ["Fe", "O", "O", "O", "O", "O", "N", "C", "C", "C", "C", "C", "C", "C", "C", "H", "H", "H", "H", "H"], "positions_angstrom": [[0.002, 0.759, -0.660], [-1.385, 2.599, 1.282], [2.296, 2.444, 0.055], [-0.717, 6.259, -3.256], [1.198, 0.523, -3.196], [-2.563, 0.721, -1.964], [0.159, -0.692, 0.081], [-1.547, 0.748, -1.418], [0.003, -2.866, 2.387], [0.721, 0.639, -2.131], [0.279, -1.716, 0.485], [-0.577, 5.308, -2.652], [0.483, -2.971, 0.974], [-0.833, 1.807, 0.626], [1.433, 1.696, -0.134], [0.556, -2.098, 2.936], [1.506, -3.215, 0.865], [-0.046, -3.643, 0.356], [-1.022, -2.487, 2.425], [0.057, -3.812, 2.938]], "mulliken_charge": [0.820, -0.098, -0.091, 0.241, -0.099, -0.070, 0.002, 0.353, -1.266, 0.345, -0.110, 0.758, -0.113, 0.189, 0.307, 0.404, 0.330, 0.327, 0.406, 0.366], "homo_lumo_gap_ev": [5.76, 2.34], "charge": 3, "multiplicity": 6, "total_energy_ev": -54446.2617}



{"formula": "C2H10O3", "method": "wB97M-V/def2-TZVPD", "symbols": ["O", "O", "O", "C", "C", "H", "H", "H", "H", "H", "H", "H", "H", "H", "H"], "positions_angstrom": [[-1.325, 1.891, 0.509], [1.007, 1.512, 1.958], [-1.417, -0.063, -1.528], [0.486, -2.249, -0.548], [1.664, -1.663, -0.444], [-0.478, -1.858, -0.276], [-1.770, 1.234, -0.045], [-0.564, 2.147, -0.025], [1.157, 0.680, 2.425], [0.379, -3.329, -0.565], [1.733, -0.586, -0.296], [0.079, 1.426, 1.654], [-0.559, -0.132, -1.953], [-2.063, -0.679, -1.877], [2.615, -2.121, -0.656]], "mulliken_charge": [-0.739, -0.654, -0.613, -0.510, -0.494, 0.325, 0.364, 0.315, 0.309, 0.226, 0.228, 0.395, 0.306, 0.292, 0.250], "homo_lumo_gap_ev": 11.00, "charge": 0, "smiles": "C=C.O.O.O", "total_energy_ev": -8377.6518}



{"formula": "C45H58B2IKN7O5P", "method": "wB97M-V/def2-TZVPD", "symbols": ["I", "K", "P", "O", "O", "O", "O", "O", "N", "N", "N", "N", "N", "N", "N", "C", "C", "C", "C", "C", "C", "C", "C", "C", "C", "C", "C", "C", "C", "C", "C", "C", "C", "C", "C", "C", "C", "C", "C", "C", "C", "C", "C", "C", "C", "C", "C", "C", "C", "C", "C", "C", "C", "C", "C", "C", "C", "C", "C", "C", "B", "B", "H", "H", "H", "H", "H", "H", "H", "H", "H", "H", "H", "H", "H", "H", "H", "H", "H", "H", "H", "H", "H", "H", "H", "H", "H", "H", "H", "H", "H", "H", "H", "H", "H", "H", "H", "H", "H", "H", "H", "H", "H", "H", "H", "H", "H", "H", "H", "H", "H", "H", "H", "H", "H", "H", "H", "H", "H", "H"], "positions_angstrom": [[0.523, -2.956, 8.381], [0.464, -1.456, 0.721], [-2.453, 1.586, -1.015], [0.867, -2.106, 3.290], [-2.450, -2.564, -0.078], [2.016, -4.018, 0.261], [-1.740, -0.457, -0.173], [1.850, -4.310, -2.010], [3.351, 2.062, -0.414], [4.462, 1.309, -0.522], [0.946, 2.119, 0.530], [0.314, 1.461, 1.612], [1.391, 1.121, -1.768], [2.016, -3.044, 5.013], [0.818, -0.070, -2.028], [1.224, 1.578, 4.864], [-3.895, 4.433, -3.597], [-0.773, 2.725, 3.835], [6.876, 1.609, -0.819], [-5.073, -1.588, -0.738], [3.662, 3.367, -0.508], [1.095, 2.006, -2.734], [0.873, -2.802, 4.313], [0.538, 3.415, 0.500], [-0.929, 0.299, 4.727], [-4.025, 0.586, -1.014], [-3.951, -0.777, -0.699], [-0.540, -4.412, -1.808], [-1.176, 1.488, 1.652], [-0.445, 2.546, 2.376], [-6.409, 0.291, -1.371], [7.900, 2.731, -0.955], [-2.267, 2.945, 3.897], [-3.560, 3.251, -2.959], [-3.242, 2.565, 1.502], [0.292, 1.381, -3.663], [5.477, 2.147, -0.676], [-3.333, 5.643, -1.611], [-2.620, -1.347, -0.287], [-0.335, -3.446, 4.792], [5.025, 3.479, -0.678], [-3.015, 4.449, -0.973], [-3.222, 2.893, 2.947], [-2.286, 1.955, 0.786], [0.134, 0.078, -3.155], [0.808, -6.478, -2.112], [-0.673, -1.058, -3.712], [1.068, -5.127, 0.100], [0.757, -5.115, -1.449], [-0.300, 1.682, 4.866], [-3.785, 5.644, -2.922], [0.186, -1.972, -4.589], [-6.313, -1.061, -1.076], [-0.135, -4.863, 0.990], [-5.278, 1.100, -1.341], [6.962, 0.643, -2.001], [-0.217, 3.757, 1.558], [-3.139, 3.223, -1.624], [-1.893, -0.552, -4.477], [1.806, -6.371, 0.572], [1.964, 1.355, -0.332], [2.484, -3.712, -0.976], [-7.194, -1.691, -1.099], [-3.618, 2.316, -3.509], [-1.586, 0.028, -5.351], [-7.371, 0.723, -1.621], [7.702, 3.321, -1.853], [1.687, 2.563, 4.967], [-2.617, 3.237, 4.887], [2.777, -2.428, 4.767], [-4.165, 2.844, 0.996], [6.217, -0.144, -1.894], [-0.305, -4.217, 5.547], [6.759, 1.176, -2.933], [7.868, 3.403, -0.095], [-5.385, 2.152, -1.574], [-0.528, -0.230, 3.865], [0.834, 4.055, -0.319], [-4.228, 4.415, -4.629], [0.556, -1.419, -5.457], [-0.633, 4.729, 1.773], [-2.504, -1.389, -4.823], [2.107, 0.242, 0.106], [-1.501, 0.647, 2.253], [1.563, 1.135, 3.926], [8.910, 2.323, -1.034], [-2.507, 0.087, -3.840], [2.727, -6.518, 0.006], [-1.402, -4.951, -1.415], [-0.306, 3.667, 4.160], [1.039, -2.354, -4.028], [-4.036, 6.574, -3.417], [1.461, 3.019, -2.692], [2.072, -6.233, 1.620], [-0.799, -5.730, 0.975], [-0.584, -3.402, -1.410], [-0.713, -3.996, 0.676], [0.648, -6.344, -3.183], [1.889, -3.194, 6.015], [-0.692, -0.295, 5.613], [-1.030, -1.635, -2.855], [-0.618, 2.080, 5.838], [0.017, -7.120, -1.721], [7.107, 1.043, 0.091], [-1.282, -3.045, 4.468], [-0.616, -4.358, -2.894], [-4.210, 3.162, 3.315], [-0.397, -2.822, -4.956], [-2.016, 0.359, 4.642], [-2.650, 4.472, 0.046], [7.956, 0.191, -2.069], [1.183, -7.261, 0.480], [5.600, 4.385, -0.774], [0.208, -4.715, 2.014], [1.769, -6.966, -1.968], [1.561, 0.949, 5.689], [2.914, 4.135, -0.431], [-4.949, -2.634, -0.489], [-3.224, 6.581, -1.078], [-0.144, 1.816, -4.546]], "mulliken_charge": [-0.845, 0.753, 2.457, -0.299, -0.850, -0.142, 0.058, -0.386, 0.737, -0.990, 0.556, -0.205, 0.838, -0.432, -0.416, -1.740, -0.771, 0.263, 1.036, -0.444, -0.514, -0.544, 0.776, -0.528, -0.824, 0.620, -0.603, -1.327, -0.971, 0.336, -0.694, -1.722, -1.290, -0.068, -0.212, -1.120, -0.173, -0.773, -0.255, -1.215, -0.816, -0.661, -0.904, -0.022, -0.058, -2.038, 2.931, 1.789, 1.827, 0.351, -0.571, -1.813, -0.728, -1.313, -0.830, -1.380, -1.412, 0.099, -1.727, -2.205, 0.266, 0.007, 0.368, 0.308, 0.349, 0.431, 0.337, 0.424, 0.310, 0.273, 0.594, 0.350, 0.319, 0.321, 0.359, 0.351, -0.424, 0.473, 0.406, 0.404, 0.411, 0.431, -0.450, 1.539, 0.199, 0.430, 0.192, 0.391, 0.359, 0.682, 0.292, 0.350, 0.492, 0.491, 0.305, -0.312, 0.295, 0.481, 0.075, 0.584, -1.040, 0.524, 0.337, 0.181, 0.279, 0.544, 0.334, 0.414, 0.368, 0.118, 0.395, 0.356, 0.404, 0.159, 0.377, 0.515, 0.379, 0.491, 0.410, 0.398], "homo_lumo_gap_ev": [6.12, 6.08], "charge": -2, "total_energy_ev": -103346.7322}